[1]
The following is a DFT calculation (ωB97M-V/def2-TZVPD) of C6H13AsBINO8P2 as an isolated structure in a non-equilibrium geometry.

```
33
Properties=species:S:1:pos:R:3:forces:R:3
N -1.2558 -5.5844 -0.7666 0.167 0.131 -0.253
P -1.9886 -4.3962 -1.4918 0.164 -0.219 0.413
As -1.1342 -2.1498 -1.3612 -0.325 0.346 -1.266
I -0.7119 -2.4500 1.3155 0.188 -0.130 0.671
O -0.3565 -0.4321 -1.2826 0.033 -0.588 0.074
B 0.9921 -0.3230 -1.3178 -0.058 0.310 0.037
O 1.7490 -0.1998 -0.1417 0.281 -0.037 -0.597
O 1.6895 -0.2160 -2.5298 0.374 -0.225 0.381
P -3.2831 -1.1025 -1.0123 0.409 0.382 0.305
O -3.2843 0.3567 -1.1946 -0.195 -0.175 -0.049
O -4.2509 -1.8860 -2.0422 0.099 -0.050 -0.071
O -3.9348 -1.5806 0.3948 -0.029 0.120 -0.288
H -0.5000 -5.2618 -0.1707 -0.099 -0.061 0.159
H -3.3716 -4.3214 -1.1702 -0.074 0.024 -0.109
H -2.0740 -4.6060 -2.8890 -0.212 0.057 -0.053
H 0.2683 -2.7848 -1.5980 -0.105 0.049 0.233
H -1.4041 -1.9660 -2.8736 -0.011 -0.097 -0.001
H 1.8175 -1.0518 0.3022 -0.306 0.106 0.386
H 1.5914 -1.0044 -3.0702 -0.338 0.213 -0.232
H -4.6711 -2.6472 -1.6255 -0.030 -0.058 0.018
H -3.8635 -0.8376 1.0097 0.083 -0.154 0.138
C 2.4995 3.4987 0.5567 0.011 -0.007 -0.028
C 1.7542 2.6119 1.2146 -0.056 0.101 0.008
C 1.5274 2.7506 2.6774 0.028 0.037 -0.007
O 0.8576 1.9622 3.3060 -0.013 -0.002 -0.002
C 2.1611 3.9114 3.3657 0.010 -0.006 -0.026
C 2.9029 4.7901 2.7001 -0.002 -0.005 0.003
C 3.1301 4.6506 1.2379 -0.006 0.005 0.036
O 3.8091 5.4609 0.6390 0.003 -0.003 -0.016
H 2.6826 3.4180 -0.5076 0.002 -0.003 0.001
H 1.2992 1.7628 0.7200 0.015 -0.050 0.147
H 1.9780 3.9866 4.4304 -0.012 -0.017 0.000
H 3.3748 5.6412 3.1754 0.004 0.004 -0.012
```
Forces are in eV/Å.

Calculated values
Gap between HOMO and LUMO in eV: 6.1
2S+1: 1
Net charge: -1
Energy in hartree: -4134.32670

[2]
The following is a DFT calculation (ωB97M-V/def2-TZVPD) of C4H7NO as an isolated structure in a non-equilibrium geometry.

```
13
Properties=species:S:1:pos:R:3:forces:R:3
C 1.6885 -0.3110 0.5403 -0.069 0.711 -0.032
C 0.4625 0.0069 -0.3352 -0.335 0.974 -0.232
C -0.8030 -0.6312 0.1319 0.164 -0.390 -0.144
N -1.7116 0.3524 -0.4097 0.166 -0.119 0.549
C -0.8608 1.4443 -0.6435 -0.132 -0.550 -0.145
O -1.1293 2.5502 -1.0512 1.099 -2.010 1.004
H 2.3679 0.5310 0.4861 0.364 0.102 0.186
H 1.4075 -0.4701 1.5906 0.006 0.241 -0.273
H 2.2740 -1.2074 0.2409 -0.651 0.467 -0.238
H 0.6553 -0.2499 -1.3832 -0.050 0.145 0.222
H -0.8836 -0.7506 1.2244 0.127 0.121 -0.328
H -0.8029 -1.6056 -0.3446 -0.857 -0.433 0.014
H -2.6645 0.3409 -0.0467 0.166 0.742 -0.584
```
Forces are in eV/Å.

Calculated values
Gap between HOMO and LUMO in eV: 10.1
2S+1: 1
Net charge: 0
Energy in hartree: -286.53860

[3]
The following is a DFT calculation (ωB97M-V/def2-TZVPD) of C53H55NPSb2Ti as an isolated structure.

```
113
Properties=species:S:1:pos:R:3:forces:R:3
Ti -0.1144 0.2053 0.1140 -0.048 -0.805 0.259
C -1.8085 -3.0694 -2.2212 0.041 0.094 0.162
C -2.6568 -2.2192 -3.1204 -0.022 -0.103 -0.048
C -3.2911 -2.8588 -4.1869 -0.031 0.119 0.011
C -4.0267 -2.1582 -5.1226 0.032 0.028 0.076
C -4.1242 -0.7766 -5.0264 0.017 0.002 0.026
C -3.5023 -0.1253 -3.9812 0.034 0.069 -0.062
C -2.7889 -0.8329 -3.0048 -0.037 0.030 0.150
P -2.0408 0.1788 -1.6804 0.458 0.113 -0.118
C -1.0459 1.3380 -2.7021 -0.244 -0.135 -0.129
C -1.4954 2.6112 -3.0338 0.015 0.041 0.015
C -0.8183 3.3715 -3.9781 -0.006 -0.059 0.046
C 0.3042 2.8490 -4.6001 0.048 -0.038 0.046
C 0.7821 1.5949 -4.2375 -0.026 0.164 0.061
C 0.1297 0.8352 -3.2782 0.018 -0.053 0.045
C 0.7036 -0.5057 -2.8981 0.067 -0.113 0.313
C -3.2362 1.2333 -0.8470 -0.146 -0.031 -0.081
C -4.4175 1.7231 -1.4018 0.019 0.053 0.058
C -5.1308 2.7139 -0.7493 0.042 0.003 0.043
C -4.6558 3.2300 0.4503 0.050 -0.070 -0.070
C -3.5147 2.7041 1.0341 -0.095 0.036 -0.028
C -2.8154 1.6718 0.4163 0.077 -0.095 0.302
C -1.7276 0.9348 1.1504 -0.181 0.169 -0.161
H -2.2726 -4.0388 -2.0460 0.011 0.024 -0.034
H -1.6331 -2.5946 -1.2535 -0.066 -0.024 -0.188
H -0.8382 -3.2639 -2.6816 0.040 0.001 -0.008
H -3.1945 -3.9310 -4.2762 0.005 -0.109 -0.018
H -4.5118 -2.6824 -5.9315 -0.032 -0.050 -0.074
H -4.6717 -0.2102 -5.7650 -0.034 0.024 -0.040
H -3.5487 0.9557 -3.9423 0.038 -0.028 -0.017
H -2.3886 3.0048 -2.5640 -0.005 0.007 -0.022
H -1.1821 4.3537 -4.2430 -0.025 0.055 -0.015
H 0.8168 3.4188 -5.3623 0.030 0.027 -0.034
H 1.6771 1.2086 -4.7059 0.066 -0.043 -0.036
H 1.7870 -0.5258 -3.0293 -0.081 0.014 -0.063
H 0.2706 -1.3250 -3.4736 -0.034 0.002 -0.055
H 0.5210 -0.7978 -1.8353 0.009 0.041 -0.338
H -4.7819 1.3404 -2.3433 -0.018 -0.008 0.001
H -6.0454 3.0917 -1.1805 -0.058 0.031 -0.027
H -5.1960 4.0206 0.9477 -0.059 0.071 0.053
H -3.1930 3.0634 2.0025 0.022 0.009 0.049
H -2.1415 -0.0650 1.3825 0.092 0.069 0.042
H -1.4620 1.4103 2.1086 0.011 -0.049 -0.235
C 0.0120 -2.5688 3.2601 0.074 -0.084 0.065
C 0.0674 -1.2387 4.0226 -0.038 0.043 -0.080
C 1.4567 -0.6065 4.0069 0.108 -0.042 0.075
Sb 2.1157 0.1310 2.1053 -0.540 0.300 0.046
C 2.3737 2.1816 2.6208 0.098 -0.092 0.095
C 3.5909 2.6317 3.1240 -0.005 0.065 0.025
C 3.7421 3.9544 3.5170 -0.048 0.065 0.057
C 2.6807 4.8414 3.4118 -0.092 -0.093 0.270
C 1.4652 4.4022 2.9050 -0.142 -0.021 0.419
C 1.3162 3.0807 2.5100 -0.473 -0.152 0.043
C 4.1118 -0.4779 2.0180 0.128 -0.140 -0.085
C 4.8229 -0.7186 3.1908 0.064 -0.011 -0.070
C 6.1665 -1.0588 3.1228 -0.015 -0.016 0.068
C 6.7999 -1.1605 1.8941 -0.049 0.018 -0.034
C 6.0930 -0.9244 0.7244 -0.003 -0.016 0.013
C 4.7497 -0.5852 0.7847 -0.016 -0.003 -0.046
Sb -0.5404 -2.5168 1.1878 -0.197 0.462 0.327
C -2.6315 -2.7735 1.5009 0.003 -0.092 -0.033
C -3.2786 -2.0635 2.5107 0.005 0.002 -0.018
C -4.6351 -2.2385 2.7383 -0.009 -0.028 -0.049
C -5.3596 -3.1285 1.9595 0.036 0.027 0.014
C -4.7208 -3.8541 0.9669 0.024 0.031 0.000
C -3.3630 -3.6801 0.7393 0.070 -0.097 -0.056
C 0.0028 -4.4394 0.5878 0.034 -0.114 -0.107
C -0.4599 -5.5306 1.3204 0.050 -0.056 -0.090
C -0.1137 -6.8138 0.9254 -0.023 -0.006 0.037
C 0.6841 -7.0099 -0.1926 0.021 0.016 -0.022
C 1.1451 -5.9249 -0.9222 -0.031 0.030 0.036
C 0.8041 -4.6378 -0.5313 0.095 0.003 -0.013
H -0.7332 -3.2431 3.6851 0.037 0.044 0.067
H 0.9779 -3.0768 3.3230 -0.047 -0.038 0.003
H -0.2057 -1.4262 5.0649 0.037 -0.006 -0.021
H -0.6805 -0.5235 3.6569 0.040 -0.049 -0.019
H 1.5190 0.2618 4.6656 -0.047 -0.094 0.041
H 2.1942 -1.3415 4.3387 -0.014 0.075 0.027
H 4.4424 1.9686 3.2011 0.002 -0.086 0.007
H 4.6925 4.2925 3.9044 0.052 0.016 0.025
H 2.7998 5.8684 3.7238 0.004 0.071 0.007
H 0.6338 5.0879 2.8204 -0.050 0.043 -0.012
H 0.3515 2.7693 2.0991 0.257 0.039 0.143
H 4.3498 -0.6388 4.1607 -0.035 0.010 0.031
H 6.7186 -1.2464 4.0329 0.015 -0.002 0.035
H 7.8442 -1.4279 1.8478 0.094 -0.023 -0.004
H 6.5864 -1.0120 -0.2326 0.023 0.000 -0.056
H 4.2050 -0.4146 -0.1387 -0.007 0.019 0.032
H -2.7371 -1.3780 3.1484 0.084 0.070 0.057
H -5.1233 -1.6881 3.5290 -0.026 0.044 0.051
H -6.4156 -3.2649 2.1359 -0.081 -0.018 0.016
H -5.2764 -4.5648 0.3733 -0.038 -0.057 -0.045
H -2.8755 -4.2868 -0.0158 -0.038 0.064 0.089
H -1.0983 -5.3967 2.1849 -0.016 0.042 0.023
H -0.4691 -7.6630 1.4907 -0.023 -0.043 0.030
H 0.9483 -8.0126 -0.4944 0.013 -0.062 -0.018
H 1.7694 -6.0794 -1.7901 0.035 -0.011 -0.049
H 1.1758 -3.7930 -1.1022 -0.019 0.001 0.011
C 3.3602 3.7747 -2.1866 0.032 0.054 0.004
C 2.4843 3.9684 -0.9433 -0.129 -0.385 0.113
C 1.4599 5.0883 -1.1565 -0.065 -0.044 -0.042
C 3.3319 4.2425 0.3047 0.142 0.075 -0.235
C 1.7375 2.7130 -0.7158 -0.189 -0.116 -0.059
N 1.1427 1.7405 -0.5403 0.422 0.746 -0.207
H 3.8704 4.7189 -2.3731 0.040 -0.002 -0.045
H 2.7673 3.5197 -3.0635 -0.027 0.005 -0.010
H 4.1144 3.0059 -2.0249 0.020 -0.033 0.003
H 2.0099 6.0184 -1.2809 0.016 0.077 -0.013
H 0.8011 5.1906 -0.2951 -0.026 0.015 0.021
H 0.8610 4.9138 -2.0493 -0.032 -0.003 -0.007
H 3.9002 5.1514 0.1119 0.061 0.054 0.010
H 4.0351 3.4337 0.4986 0.020 0.017 -0.082
H 2.7127 4.3955 1.1886 0.341 0.007 -0.667
```
Forces are in eV/Å.

Calculated values
Gap between HOMO and LUMO (spin up / spin down) in eV: 7.7 / 7.9
2S+1: 2
Net charge: +2
<S²>: 0.76
Energy in hartree: -3778.15369

[4]
The following is a DFT calculation (ωB97M-V/def2-TZVPD) of C18H18CuI2N3O3S as an isolated structure.

```
46
Properties=species:S:1:pos:R:3:forces:R:3
Cu 0.8411 -1.6890 -1.6997 -0.103 -0.150 0.298
O 1.7336 -1.2534 0.5217 0.060 0.076 -0.396
C 1.6687 0.0665 0.9374 -0.058 -0.255 0.762
C 1.8923 1.2147 -1.2563 -0.077 0.427 -0.853
O 1.9089 2.3205 -0.9204 0.004 -0.066 0.243
O 1.8960 0.2304 -1.9042 0.094 -0.165 0.223
C 2.8083 0.4564 1.8215 0.011 0.053 -0.066
C 2.9183 -0.2490 3.0256 -0.009 -0.006 -0.012
C 3.9495 0.0206 3.9084 0.029 0.017 0.001
C 4.8868 1.0000 3.6033 -0.023 -0.015 -0.016
C 4.7846 1.7039 2.4141 -0.010 -0.007 0.009
C 3.7512 1.4362 1.5250 -0.008 -0.003 -0.011
C 0.3263 0.5427 1.1676 0.036 0.038 -0.153
C -0.7893 -0.2725 0.9159 0.045 0.027 -0.087
C -2.0650 0.1970 1.1688 -0.012 0.055 0.004
C -2.2561 1.4813 1.6643 -0.005 -0.043 -0.015
C -1.1571 2.3008 1.9058 0.005 0.027 -0.006
C 0.1214 1.8424 1.6609 0.009 0.005 0.031
H 2.6635 -1.5145 0.5657 -0.035 -0.104 0.069
H 2.1752 -0.9990 3.2717 0.010 0.005 0.000
H 4.0166 -0.5275 4.8390 0.003 0.007 -0.007
H 5.6920 1.2148 4.2932 -0.007 -0.004 -0.003
H 5.5110 2.4681 2.1712 -0.006 -0.004 0.006
H 3.6871 2.0041 0.6087 -0.009 0.004 0.000
H -0.6591 -1.2794 0.5420 -0.013 -0.007 0.041
H -2.9126 -0.4511 0.9867 0.009 0.001 0.009
H -3.2555 1.8427 1.8692 0.008 -0.003 0.000
H -1.3026 3.3005 2.2934 0.002 -0.008 -0.007
H 0.9753 2.4809 1.8491 -0.010 -0.012 0.027
I 1.5301 -4.1702 -1.5656 0.096 -0.055 -0.032
I -0.8532 -5.1847 -2.1502 0.006 0.023 -0.008
C -5.0077 0.1186 -1.4530 0.026 -0.043 -0.034
C -4.5018 -1.2745 -1.8421 -0.017 0.037 0.018
C -3.1303 -1.2293 -2.4295 0.121 0.018 -0.093
N -2.0577 -1.5659 -1.8113 -0.054 -0.064 -0.040
N -0.9198 -1.3795 -2.5628 0.010 0.223 0.058
C -1.1548 -0.8891 -3.7522 -0.048 -0.013 -0.028
N -0.1928 -0.6406 -4.6654 -0.029 -0.014 0.003
S -2.8308 -0.6319 -4.0505 -0.059 -0.006 0.041
H -5.9974 0.0478 -1.0047 0.004 -0.001 0.001
H -5.0802 0.7698 -2.3251 -0.006 -0.001 0.007
H -4.3334 0.5880 -0.7366 -0.007 0.003 -0.009
H -5.1888 -1.7364 -2.5536 0.012 -0.017 -0.002
H -4.4485 -1.9279 -0.9712 0.002 0.013 0.016
H 0.7685 -0.6427 -4.3678 0.001 -0.002 0.006
H -0.4117 -0.1405 -5.5080 0.003 0.011 0.003
```
Forces are in eV/Å.

Calculated values
Gap between HOMO and LUMO (spin up / spin down) in eV: 5.4 / 7.1
2S+1: 2
Net charge: +1
<S²>: 0.77
Energy in hartree: -3720.57171

[5]
The following is a DFT calculation (ωB97M-V/def2-TZVPD) of an isolated ion of composition C4H9N2 and charge +1 in a non-equilibrium geometry.

```
15
Properties=species:S:1:pos:R:3:forces:R:3
C 1.0148 -0.4434 -0.6008 0.244 -0.752 -1.462
C 0.8424 -1.7104 -1.1491 -0.460 -0.068 1.923
C -0.3059 0.1583 1.5737 -2.115 -0.517 0.370
C -0.8916 1.5053 -0.4209 -1.490 -1.013 1.700
N 1.4573 0.6626 -0.1544 -1.037 3.598 1.501
N 0.0293 0.6077 0.2057 1.824 -0.313 1.459
H 0.7817 -2.3114 -0.2840 -0.476 -1.997 0.837
H 1.7357 -2.0212 -1.6014 1.131 -0.306 -1.349
H -0.0613 -1.6782 -1.6652 -1.247 -0.832 -1.698
H -0.5163 -0.9397 1.6104 0.010 0.788 -0.290
H 0.4922 0.3276 2.2618 0.760 0.339 0.129
H -1.2427 0.7154 1.9307 1.407 -0.830 -0.675
H -1.9406 1.2034 -0.1679 1.001 0.497 0.109
H -0.6037 2.4672 -0.1112 -0.092 1.580 0.643
H -0.7911 1.4569 -1.4272 0.541 -0.174 -3.198
```
Forces are in eV/Å.

Calculated values
Gap between HOMO and LUMO (spin up / spin down) in eV: 7.9 / 7.5
2S+1: 3
Net charge: +1
<S²>: 2.01
Energy in hartree: -266.75873